# 1
Density functional theory data (wB97M-V/def2-TZVPD) for a 10-piece molecular cluster, C22H32F6N2O22 overall in a non-equilibrium geometry.

Cartesian coordinates (Å):
N: 15.876 -22.410 13.348
H: 15.752 -23.347 13.723
H: 16.732 -21.951 13.642
H: 15.078 -21.779 13.536
H: 15.949 -22.521 12.316
N: 13.538 -22.607 9.345
H: 14.420 -22.157 9.072
H: 12.888 -22.867 8.607
H: 13.094 -22.075 10.141
H: 13.825 -23.496 9.759
C: 14.123 -19.406 11.202
C: 13.536 -20.465 12.113
O: 12.796 -21.339 11.551
O: 13.740 -20.458 13.344
H: 13.875 -18.394 11.519
H: 13.875 -19.578 10.156
H: 15.215 -19.486 11.255
C: 17.580 -20.342 9.508
C: 16.637 -21.541 9.517
O: 16.276 -21.995 8.410
O: 16.275 -22.015 10.636
H: 17.317 -19.663 8.699
H: 18.617 -20.666 9.426
H: 17.542 -19.796 10.452
C: 17.882 -26.001 9.249
C: 16.687 -25.254 8.712
O: 15.588 -26.057 9.132
C: 16.051 -27.196 9.735
O: 15.372 -28.070 10.157
O: 17.386 -27.196 9.828
F: 16.572 -25.187 7.349
H: 18.522 -25.556 10.009
H: 18.585 -26.199 8.431
H: 16.629 -24.229 9.083
C: 19.581 -21.569 6.794
C: 19.401 -21.609 5.268
O: 20.426 -20.780 4.800
C: 20.853 -19.978 5.777
O: 21.581 -19.046 5.605
O: 20.354 -20.370 6.957
F: 18.174 -21.070 4.981
H: 20.146 -22.423 7.179
H: 18.650 -21.571 7.357
H: 19.430 -22.617 4.862
C: 14.725 -22.852 5.656
C: 14.243 -22.435 4.260
O: 12.848 -22.676 4.254
C: 12.501 -23.323 5.385
O: 11.447 -23.831 5.567
O: 13.540 -23.366 6.248
F: 14.806 -23.208 3.287
H: 14.965 -21.913 6.153
H: 15.554 -23.549 5.594
H: 14.411 -21.386 4.027
C: 20.688 -22.293 10.769
C: 20.206 -23.093 11.931
O: 21.386 -23.489 12.553
C: 22.445 -23.393 11.659
O: 23.585 -23.609 11.860
O: 22.035 -22.709 10.560
F: 19.602 -24.244 11.437
H: 20.568 -21.216 10.878
H: 20.212 -22.579 9.829
H: 19.510 -22.534 12.549
C: 22.577 -18.434 8.850
C: 21.555 -18.322 10.008
O: 22.328 -18.821 11.052
C: 23.341 -19.575 10.616
O: 24.061 -20.110 11.391
O: 23.425 -19.509 9.251
F: 20.493 -19.150 9.741
H: 23.077 -17.469 8.771
H: 22.007 -18.707 7.967
H: 21.133 -17.351 10.251
C: 14.925 -16.828 8.402
C: 14.525 -17.468 7.057
O: 13.213 -17.071 6.893
C: 12.675 -16.673 8.063
O: 11.547 -16.383 8.242
O: 13.647 -16.751 9.020
F: 14.587 -18.850 7.171
H: 15.225 -15.785 8.252
H: 15.659 -17.337 9.017
H: 15.220 -17.263 6.239

Results
E in eV: -87664.991
LUMO level in eV: -0.73
Frontier orbital gap in Eh: 0.3131
Energy above the lowest of the compared OMol25 structures with the same formula, charge and spin in kJ/mol: 49.1
Charge: 0

***

# 2
Density functional theory data (wB97M-V/def2-TZVPD) for C22H32LiN3O2P2 as an isolated structure.

Cartesian coordinates (Å):
Li: 2.152 0.609 0.317
C: 0.576 -1.416 2.352
P: 0.324 -1.062 0.574
C: -1.358 -0.295 0.658
N: -2.417 -1.038 0.840
C: -3.624 -0.420 0.930
C: -4.793 -1.193 1.114
C: -6.004 -0.573 1.223
C: -6.101 0.837 1.154
C: -4.987 1.604 0.977
C: -3.722 0.983 0.859
N: -2.613 1.747 0.673
C: -1.462 1.140 0.554
P: 0.054 2.184 0.292
C: -0.468 3.722 1.128
C: -0.065 2.600 -1.531
C: 1.157 3.466 -1.856
C: 0.027 1.294 -2.325
C: -1.343 3.341 -1.907
C: 0.139 -2.739 -0.209
C: -0.588 -3.776 0.645
C: -0.569 -2.566 -1.553
C: 1.584 -3.206 -0.453
H: -0.247 -1.989 2.777
H: 0.663 -0.468 2.887
H: 1.524 -1.945 2.472
H: -4.691 -2.269 1.168
H: -6.901 -1.160 1.365
H: -7.072 1.306 1.244
H: -5.033 2.683 0.920
H: -1.473 4.025 0.842
H: 0.246 4.512 0.893
H: -0.442 3.557 2.205
H: 2.090 2.945 -1.632
H: 1.142 4.410 -1.307
H: 1.151 3.707 -2.922
H: 0.952 0.753 -2.111
H: 0.019 1.522 -3.394
H: -0.820 0.635 -2.121
H: -1.413 4.308 -1.407
H: -2.237 2.766 -1.663
H: -1.341 3.527 -2.985
H: -1.598 -3.455 0.892
H: -0.046 -3.980 1.569
H: -0.647 -4.715 0.087
H: -1.616 -2.291 -1.423
H: -0.532 -3.510 -2.103
H: -0.080 -1.806 -2.166
H: 2.162 -3.253 0.473
H: 2.106 -2.535 -1.139
H: 1.571 -4.207 -0.894
O: 4.224 -2.222 2.197
C: 4.510 -1.433 1.319
C: 5.852 -1.409 0.574
C: 5.678 -0.301 -0.461
C: 4.262 0.170 -0.199
O: 3.655 1.046 -0.849
N: 3.677 -0.458 0.834
H: 6.033 -2.392 0.141
H: 6.649 -1.219 1.292
H: 5.765 -0.637 -1.493
H: 6.363 0.539 -0.336

Results
E in eV: -50684.913
LUMO level in eV: -0.66
Frontier orbital gap in Eh: 0.2858
Energy above the lowest of the compared OMol25 structures with the same formula, charge and spin in kJ/mol: 0.0
Charge: 0

***

# 3
Density functional theory data (wB97M-V/def2-TZVPD) for one molecule with the formula C22H32N2O5S in a non-equilibrium geometry.

Cartesian coordinates (Å):
C: -1.292 -4.226 -0.924
O: -2.531 -3.910 -0.330
C: -2.853 -2.601 -0.176
C: -4.101 -2.325 0.386
C: -4.529 -1.029 0.592
C: -3.715 0.049 0.239
O: -4.016 1.355 0.407
C: -5.291 1.697 0.902
C: -2.475 -0.236 -0.325
S: -1.417 1.116 -0.820
O: -0.188 0.534 -1.318
O: -2.094 1.997 -1.719
N: -1.210 1.929 0.633
C: -0.499 1.184 1.647
C: 0.986 1.031 1.325
C: 1.642 2.362 0.916
C: 2.968 2.018 0.229
O: 4.049 2.258 0.731
N: 2.818 1.421 -0.968
C: 3.925 0.868 -1.710
C: 3.724 -0.636 -1.937
C: 3.496 -1.360 -0.639
C: 2.315 -1.882 -0.335
C: 2.012 -2.594 0.948
C: 3.083 -2.331 2.003
C: 4.464 -2.483 1.378
C: 4.661 -1.413 0.309
C: 0.767 3.233 0.001
C: -0.685 3.270 0.473
C: -2.039 -1.530 -0.531
H: -1.255 -5.314 -0.963
H: -1.220 -3.824 -1.939
H: -0.454 -3.855 -0.326
H: -4.732 -3.157 0.658
H: -5.501 -0.865 1.028
H: -5.318 2.785 0.905
H: -6.088 1.317 0.255
H: -5.439 1.326 1.922
H: -0.641 1.713 2.595
H: -0.972 0.201 1.726
H: 1.508 0.632 2.197
H: 1.085 0.310 0.516
H: 1.877 2.933 1.820
H: 1.893 1.147 -1.276
H: 4.829 1.064 -1.129
H: 4.011 1.377 -2.677
H: 2.861 -0.778 -2.591
H: 4.609 -1.032 -2.441
H: 1.500 -1.816 -1.045
H: 1.952 -3.672 0.749
H: 1.031 -2.281 1.321
H: 2.979 -1.313 2.384
H: 2.961 -3.021 2.841
H: 4.549 -3.474 0.926
H: 5.239 -2.393 2.142
H: 4.767 -0.435 0.788
H: 5.581 -1.602 -0.249
H: 0.764 2.842 -1.017
H: 1.177 4.244 -0.028
H: -0.780 3.782 1.435
H: -1.316 3.768 -0.264
H: -1.067 -1.654 -0.977

Results
E in eV: -47385.909
SMILES: COc1ccc(OC)c(S(=O)(=O)N2CCC(C(=O)NCCC3=CCCCC3)CC2)c1
LUMO level in eV: 0.53
Frontier orbital gap in Eh: 0.3322
Energy above the lowest of the compared OMol25 structures with the same formula, charge and spin in kJ/mol: 210.2
Charge: 0